(1)
{
  "formula": "C34H44AgF2N5S2",
  "method": "the ωB97M-V functional and the def2-TZVPD basis",
  "molar_mass_g_mol": 732.76,
  "total_energy_ev": -74531.4402,
  "charge": -2,
  "relative_energy_kcal_mol": 0.9,
  "orbital_gap_ev": 6.6,
  "species": ["C", "H", "N", "C", "H", "H", "C", "H", "C", "Ag", "H", "H", "H", "H", "C", "H", "H", "H", "C", "C", "H", "C", "C", "H", "H", "H", "C", "H", "C", "F", "N", "H", "C", "H", "N", "C", "C", "H", "H", "H", "C", "N", "C", "H", "H", "H", "C", "H", "H", "H", "C", "H", "H", "C", "H", "H", "H", "S", "H", "C", "N", "C", "H", "C", "H", "C", "C", "C", "C", "C", "C", "C", "H", "C", "H", "C", "C", "F", "H", "C", "H", "H", "C", "S", "H", "H", "H", "H"],
  "xyz": [[0.536, -0.761, -2.331], [-2.552, 0.794, -1.963], [1.115, -0.744, -1.146], [-1.243, 4.699, -0.723], [3.274, 2.499, -3.549], [4.617, 1.354, -3.407], [-4.532, 2.809, 1.480], [-2.369, 0.115, -3.935], [-0.744, -0.848, -4.913], [0.466, 0.374, 0.897], [4.404, -3.732, -0.069], [2.065, 1.310, -1.726], [-3.665, -1.124, -1.362], [0.139, -4.618, -0.693], [0.943, -4.010, -1.115], [-1.714, 4.395, -1.662], [3.027, 0.793, -3.949], [0.985, -2.640, 0.514], [1.935, 0.702, 2.413], [3.793, 2.207, -0.869], [-1.883, 5.449, -0.253], [2.798, -2.392, -0.525], [-3.608, -0.819, 0.805], [5.592, 0.067, -1.595], [-0.287, 5.175, -0.956], [3.453, 3.220, -1.103], [1.701, -3.293, 0.005], [-2.572, -1.171, 0.858], [4.806, -0.629, -1.319], [3.083, -0.109, 2.265], [-0.980, -1.129, 3.611], [3.530, 1.986, 0.167], [-4.227, -1.401, -0.469], [-3.282, 4.526, 1.283], [0.886, -2.430, 3.598], [-4.614, 1.435, 1.349], [-4.347, -1.365, 2.029], [-5.253, -1.039, -0.587], [1.352, -4.769, 1.532], [4.883, 2.193, -0.951], [-0.352, 3.914, 1.510], [-1.389, 0.671, -0.312], [-2.594, 2.633, 4.274], [2.769, -5.121, 0.533], [1.309, -3.276, 3.266], [2.860, -3.854, 1.759], [5.142, -1.898, -0.879], [0.612, 4.391, 1.313], [-4.106, -2.418, 2.171], [-1.228, -0.886, -5.879], [-3.568, 0.698, 0.803], [-5.485, 0.918, 1.732], [-0.363, 2.804, -0.316], [-0.448, -2.328, 3.399], [0.504, -3.304, -1.819], [-0.191, 3.043, 2.149], [-1.941, -0.955, 3.376], [-1.352, -3.686, 2.933], [2.166, -1.724, -3.393], [2.204, -4.318, 1.019], [-2.183, 1.602, 3.915], [1.170, -1.313, -3.505], [1.084, -1.802, -5.561], [-3.379, 3.465, 1.088], [2.344, 1.718, 2.475], [4.136, -2.760, -0.467], [-2.322, 2.773, 0.513], [-1.600, 0.432, -1.556], [-2.446, 1.392, 0.336], [-0.787, -0.227, -2.543], [2.460, -1.129, -1.051], [3.538, 1.475, -3.269], [-5.329, 3.360, 1.963], [3.479, -0.225, -1.403], [-5.431, -1.272, 1.910], [-1.370, -0.297, -3.822], [3.146, 1.195, -1.816], [1.563, 0.442, 3.769], [-4.252, -2.492, -0.411], [-1.028, 3.500, 0.200], [-0.981, 4.609, 2.071], [6.181, -2.202, -0.821], [0.554, -1.358, -4.723], [-3.183, 4.106, 4.778], [-0.418, -0.304, 3.774], [1.445, -1.587, 3.616], [1.621, -4.668, -1.669], [-4.072, -0.819, 2.935]]
}


(2)
{
  "formula": "C34H44AuNOSi2",
  "method": "the ωB97M-V functional and the def2-TZVPD basis",
  "molar_mass_g_mol": 735.87,
  "total_energy_ev": -58961.0755,
  "charge": -2,
  "relative_energy_kcal_mol": 0.1,
  "orbital_gap_ev": 4.9,
  "species": ["C", "C", "C", "H", "C", "H", "H", "H", "C", "C", "C", "H", "H", "H", "H", "H", "C", "H", "C", "H", "H", "C", "C", "C", "H", "H", "H", "H", "H", "C", "Au", "H", "C", "H", "C", "H", "H", "H", "H", "H", "C", "H", "H", "H", "C", "H", "C", "H", "C", "C", "H", "C", "C", "N", "H", "H", "C", "H", "H", "Si", "H", "C", "C", "H", "C", "H", "Si", "H", "H", "H", "C", "H", "H", "O", "C", "C", "C", "H", "C", "H", "C", "C", "C"],
  "xyz": [[-4.244, -2.369, -0.650], [2.090, -2.672, 2.053], [3.261, 5.042, 0.309], [-4.361, 2.917, -1.091], [-4.595, -1.499, 0.377], [-0.314, 4.298, -0.947], [-1.339, 2.126, 1.605], [3.902, 2.007, -2.562], [2.297, 2.861, -0.173], [1.808, 2.126, -3.021], [-1.923, -2.043, -0.076], [4.666, 2.527, -4.840], [-6.351, -1.384, 1.640], [1.371, -5.606, -0.647], [-6.239, -0.098, 0.444], [-1.771, -3.076, -2.667], [3.609, 3.226, 1.837], [3.023, -6.604, 1.540], [3.805, 4.556, 1.491], [4.976, -3.767, 0.902], [0.034, 1.252, 4.150], [3.168, 2.192, -3.340], [-2.849, 1.399, -1.229], [1.212, -4.607, -0.228], [-5.004, -2.832, -1.272], [4.444, -4.862, -0.384], [2.734, 1.346, 1.279], [3.439, -5.587, 2.930], [1.229, -3.874, -1.037], [-2.876, -2.633, -0.864], [1.623, -1.218, 0.671], [0.555, -0.348, 3.546], [-1.484, 1.138, -1.243], [-3.181, -0.519, 3.704], [1.323, 2.662, -5.344], [0.212, -4.570, 0.212], [1.751, -5.996, 2.610], [3.418, 6.077, 0.022], [-6.699, -1.729, -0.061], [1.247, -2.847, 2.730], [-2.223, -1.123, 0.996], [-1.141, 0.111, -1.286], [-1.670, -1.297, 4.174], [4.034, 2.834, 2.754], [0.900, 2.368, -4.052], [-0.164, 2.328, -3.839], [-1.018, 3.476, -1.041], [4.382, 5.210, 2.136], [-0.547, 2.167, -1.158], [-2.455, -3.570, -1.972], [-1.929, -4.442, -1.576], [4.176, -3.965, 0.183], [-2.380, 3.749, -1.018], [-1.185, -0.606, 1.631], [-2.967, 1.578, 1.958], [0.592, 2.843, -6.124], [3.604, 2.485, -4.625], [0.647, 1.058, 2.492], [-0.869, -2.237, -0.259], [1.268, 1.674, -1.248], [-3.319, -3.923, -2.540], [2.678, 2.723, -5.634], [2.521, 4.199, -0.509], [-3.546, 0.570, -1.270], [0.058, 0.586, 3.279], [-2.003, 2.330, 3.238], [2.515, -4.168, 1.064], [-3.986, -0.200, 1.923], [-2.728, 4.771, -0.912], [-2.078, 0.307, 4.816], [-3.634, -0.895, 1.174], [3.013, 2.952, -6.640], [2.121, 4.589, -1.441], [1.525, 0.162, -0.910], [-2.131, -0.336, 3.929], [-1.963, 1.660, 2.370], [-3.297, 2.708, -1.119], [2.946, -2.354, 2.663], [2.703, -5.742, 2.135], [4.123, -3.116, -0.501], [-6.050, -1.163, 0.612], [-1.355, 0.298, 2.758], [2.866, 2.390, 1.011]]
}


(3)
{
  "formula": "C34H44F24O20S",
  "method": "the ωB97M-V functional and the def2-TZVPD basis",
  "molar_mass_g_mol": 1260.73,
  "total_energy_ev": -152977.7274,
  "relative_energy_kcal_mol": 0.0,
  "orbital_gap_ev": 11.4,
  "smiles": "CCOC(=O)C(F)(F)F.CCOC(=O)C(F)(F)F.CCOC(=O)C(F)(F)F.CCOC(=O)C(F)(F)F.CCOC(=O)C(F)(F)F.CCOC(=O)C(F)(F)F.CCOC(=O)C(F)(F)F.CCOC(=O)C(F)(F)F.O=S1(=O)OCCO1",
  "species": ["H", "F", "F", "O", "H", "C", "H", "H", "F", "C", "H", "F", "F", "H", "C", "C", "O", "O", "C", "C", "H", "F", "H", "O", "C", "H", "C", "F", "O", "C", "H", "H", "C", "C", "H", "C", "O", "C", "H", "F", "S", "C", "H", "F", "C", "H", "H", "O", "H", "O", "C", "H", "C", "F", "C", "H", "C", "O", "H", "H", "C", "F", "H", "C", "C", "H", "H", "H", "O", "C", "C", "H", "H", "F", "C", "O", "C", "H", "F", "O", "F", "C", "C", "F", "O", "H", "H", "F", "H", "H", "O", "F", "F", "H", "O", "F", "F", "F", "H", "H", "C", "O", "C", "F", "H", "C", "C", "H", "O", "H", "O", "F", "H", "H", "H", "H", "O", "O", "C", "H", "H", "F", "C"],
  "xyz": [[4.821, 1.964, 1.201], [2.833, 2.581, 6.154], [5.081, 3.954, -5.306], [-3.340, -0.130, -3.531], [-3.903, 3.977, -0.950], [-2.554, 3.497, 0.660], [-2.788, 5.264, -0.645], [-1.358, -0.913, -5.050], [0.115, 6.121, 3.413], [3.674, -2.548, -0.155], [-0.267, -1.442, -0.266], [0.110, 6.942, 1.442], [1.871, 0.627, 6.216], [6.147, -3.144, 2.972], [-1.243, -5.383, -6.714], [4.203, -3.121, 2.062], [-1.982, 0.020, -1.748], [-1.992, -5.050, 1.149], [-2.022, -5.968, 0.067], [3.872, 4.573, -5.285], [-1.670, -0.269, 1.413], [-0.730, -3.333, -1.594], [1.437, 0.127, -3.418], [-3.844, 3.245, 3.696], [2.798, 3.458, -5.310], [-2.831, 6.401, 6.023], [-1.233, 0.123, -4.732], [0.990, 4.960, 1.792], [4.601, -2.633, 0.777], [-2.199, -7.403, 0.500], [-0.622, 0.042, -3.833], [-2.360, -3.627, -6.606], [-0.126, -3.526, -2.762], [0.187, -1.239, 0.703], [2.736, 0.760, -4.535], [-1.371, 5.168, 1.844], [2.122, 3.389, -4.195], [-2.022, -4.356, -5.872], [-2.367, 2.433, 0.541], [-1.774, -3.185, 2.990], [1.174, 1.071, 0.349], [0.024, 5.805, 2.121], [-3.196, -7.568, 0.906], [-5.066, -1.475, -2.032], [-1.986, 2.036, 4.551], [0.645, 2.497, -3.127], [4.250, -4.212, 2.069], [1.374, -0.501, 0.517], [-1.868, -6.263, -6.869], [-1.751, -5.174, -3.266], [-4.268, 4.673, 5.943], [-1.987, -8.048, -0.351], [5.082, 1.133, 1.852], [-3.697, -2.462, 2.205], [2.437, 1.528, 5.441], [-1.187, -5.756, -0.598], [-3.136, -4.679, 1.730], [0.566, 1.421, -0.893], [3.180, -2.787, 2.232], [0.672, 2.089, -4.838], [1.291, 2.224, -3.956], [3.788, 5.301, -6.399], [2.790, 1.026, -2.866], [-2.865, 4.179, -0.681], [4.124, -1.871, -1.464], [4.883, -2.768, 4.140], [-2.350, 1.693, -3.751], [5.437, -1.596, 2.940], [-4.187, -5.140, 1.401], [3.592, 1.008, 4.575], [-2.905, -0.473, -2.319], [-3.453, 5.901, 4.447], [-0.919, -4.921, -7.642], [-3.732, -1.367, -0.338], [-2.542, 0.774, -4.308], [-3.288, 3.650, 5.822], [2.076, 0.963, -3.688], [-2.927, -4.818, -5.484], [-1.275, 2.036, 5.672], [-0.018, 0.976, 1.486], [-2.501, 0.810, 4.373], [-3.045, -3.503, 2.742], [-3.154, 3.049, 4.649], [-3.292, -2.721, -1.958], [-2.371, 5.759, 2.127], [6.035, 0.970, 3.833], [5.908, 0.561, 1.431], [3.443, -2.404, -2.481], [-2.211, 3.740, -1.434], [5.966, 2.616, 3.105], [2.323, 1.813, 0.759], [3.843, 5.341, -4.205], [5.416, -2.102, -1.675], [0.536, -2.168, 1.146], [-1.342, 3.991, 1.223], [-1.239, 2.293, 3.497], [0.318, -2.390, -3.273], [0.902, -4.365, -2.544], [-5.138, 4.373, 5.360], [-4.548, 4.757, 6.992], [-3.713, 6.039, 5.498], [2.584, -3.032, -0.042], [-3.806, -1.530, -1.645], [-3.677, -3.832, 3.870], [-2.860, -5.813, -0.626], [-0.605, -0.317, 1.631], [5.182, -2.646, 3.104], [-4.491, 6.784, 5.664], [2.610, 2.796, -6.292], [-3.417, 3.666, 1.303], [4.333, 1.975, 4.092], [3.856, -0.569, -1.501], [4.233, 0.450, 1.888], [-1.523, -7.647, 1.325], [-0.696, 0.723, -5.459], [-0.464, -0.659, 2.657], [3.752, -0.154, 4.349], [-1.205, -3.732, -4.893], [-1.116, -4.259, -3.688], [-3.161, 1.073, -5.151], [-0.384, -5.811, -6.195], [1.477, 1.947, 4.581], [5.456, 1.666, 3.226]]
}